Version P
A cluster of 3 separate species, C6H12 in total. Source: the OMol25 dataset; level of theory: ωB97M-V/def2-TZVPD.

Last column: Löwdin charge in e.
Cartesian coordinates (Å):
C1 2.33 0.99 0.07  -0.067
C2 2.38 -0.28 0.46  -0.084
C3 -0.45 -1.63 -0.86  -0.082
C4 -1.14 -1.86 0.45  -0.178
C5 -1.71 -1.33 -0.83  -0.075
C6 -1.28 1.87 0.85  -0.050
H1 3.11 1.42 -0.55  0.047
H2 -0.85 1.11 0.20  -0.008
H3 1.52 1.64 0.37  0.025
H4 1.60 -0.72 1.08  0.040
H5 3.20 -0.94 0.17  0.050
H6 0.49 -1.69 -1.39  0.089
H7 -0.96 -1.17 1.29  0.062
H8 -1.37 -2.88 0.77  0.073
H9 -2.60 -0.97 -1.33  0.094
H10 -2.15 1.45 1.38  0.024
H11 -1.60 2.72 0.24  0.022
H12 -0.54 2.21 1.58  0.019

Calculated values
LUMO ... 1.20 eV
Net charge ... 0
Highest occupied orbital energy ... -9.5 eV
Kohn-Sham gap ... 0.3916 Ha

Version Q
The molecule C6H12. Source: the OMol25 dataset; level of theory: ωB97M-V/def2-TZVPD.

Last column: Löwdin charge in e.
Cartesian coordinates (Å):
C1 1.14 0.91 0.85  -0.091
C2 -0.34 0.80 0.44  -0.448
C3 -0.51 0.91 -1.11  -0.234
C4 -0.14 -0.39 -1.82  -0.107
C5 -1.16 -0.40 0.78  0.016
C6 -0.40 -1.55 1.31  -0.164
H1 1.26 0.78 1.93  0.077
H2 1.77 0.16 0.35  0.066
H3 1.53 1.90 0.59  0.077
H4 -0.88 1.67 0.85  0.130
H5 -1.55 1.15 -1.33  0.108
H6 0.11 1.74 -1.47  0.110
H7 0.91 -0.67 -1.64  0.073
H8 -0.28 -0.31 -2.91  0.073
H9 -0.78 -1.20 -1.47  0.068
H10 0.68 -1.65 1.08  0.071
H11 -0.47 -1.34 2.39  0.108
H12 -0.91 -2.51 1.16  0.068

Calculated values
LUMO ... 0.47 eV
Net charge ... 0
Highest occupied orbital energy ... -8.0 eV
Kohn-Sham gap ... 0.3112 Ha

Which is most stable, and by how much? version Q, by 0.343 eV.